Entry one
{"formula": "C20H55N5O5", "method": "wB97M-V/def2-TZVPD", "e_lumo_ev": 0.6, "smiles": "COC[C@H](C)N.COC[C@H](C)N.COC[C@H](C)N.COC[C@H](C)N.COC[C@H](C)N", "e_homo_ev": -8.8020, "elements": ["C", "O", "C", "C", "C", "N", "H", "H", "H", "H", "H", "H", "H", "H", "H", "H", "H", "C", "O", "C", "C", "C", "N", "H", "H", "H", "H", "H", "H", "H", "H", "H", "H", "H", "C", "O", "C", "C", "C", "N", "H", "H", "H", "H", "H", "H", "H", "H", "H", "H", "H", "C", "O", "C", "C", "C", "N", "H", "H", "H", "H", "H", "H", "H", "H", "H", "H", "H", "C", "O", "C", "C", "C", "N", "H", "H", "H", "H", "H", "H", "H", "H", "H", "H", "H"], "coordinates": [[-2.32, 7.93, -5.86], [-2.91, 9.17, -6.26], [-2.20, 10.34, -6.04], [-1.50, 10.89, -7.33], [-0.79, 12.26, -7.00], [-2.46, 11.15, -8.33], [-2.40, 7.72, -4.79], [-1.25, 7.82, -6.06], [-2.80, 7.06, -6.28], [-3.01, 11.00, -5.74], [-1.54, 10.19, -5.19], [-0.71, 10.20, -7.62], [-0.19, 12.53, -7.87], [-0.04, 12.27, -6.21], [-1.48, 13.05, -6.74], [-2.23, 11.29, -9.31], [-3.29, 10.57, -8.24], [-7.15, 0.14, 3.41], [-6.99, 0.28, 2.00], [-7.96, 1.01, 1.25], [-7.77, 2.57, 1.26], [-8.53, 3.26, 0.13], [-6.39, 2.88, 0.96], [-8.13, -0.11, 3.80], [-7.02, 1.10, 3.91], [-6.57, -0.65, 3.89], [-7.82, 0.67, 0.23], [-8.97, 0.66, 1.46], [-8.00, 2.99, 2.24], [-9.62, 3.23, 0.23], [-8.39, 2.91, -0.89], [-8.33, 4.32, 0.06], [-5.79, 2.67, 1.75], [-5.99, 2.31, 0.23], [8.49, -1.80, 4.10], [9.49, -0.73, 4.33], [10.39, -1.13, 5.37], [11.56, -0.18, 5.74], [10.97, 1.23, 6.09], [12.48, 0.06, 4.67], [9.04, -2.73, 3.96], [8.02, -1.56, 3.14], [7.75, -1.92, 4.88], [9.97, -1.43, 6.33], [10.93, -1.99, 4.97], [12.09, -0.51, 6.64], [10.36, 1.43, 5.20], [11.78, 1.95, 6.05], [10.47, 1.24, 7.05], [11.94, 0.08, 3.82], [13.17, -0.68, 4.66], [-0.66, 1.43, 0.36], [-0.64, 0.03, 0.06], [0.17, -0.74, 0.89], [-0.61, -1.20, 2.15], [0.10, -2.18, 3.07], [-1.81, -1.92, 1.77], [0.35, 1.80, 0.24], [-1.03, 1.76, 1.33], [-1.20, 1.72, -0.54], [0.50, -1.61, 0.33], [1.09, -0.23, 1.17], [-0.90, -0.33, 2.75], [-0.42, -2.34, 4.02], [1.05, -1.77, 3.41], [0.24, -3.14, 2.56], [-2.62, -1.68, 2.31], [-1.95, -1.48, 0.88], [0.02, -13.03, -3.11], [-0.14, -11.66, -2.67], [-0.88, -11.55, -1.40], [-1.14, -10.04, -1.04], [-0.04, -9.11, -1.07], [-1.76, -9.90, 0.22], [-0.90, -13.43, -3.51], [0.52, -13.64, -2.36], [0.75, -13.04, -3.92], [-1.83, -12.06, -1.59], [-0.27, -12.07, -0.66], [-1.90, -9.73, -1.76], [0.40, -9.02, -2.07], [0.69, -9.33, -0.29], [-0.47, -8.12, -0.94], [-1.21, -10.42, 0.88], [-1.84, -8.94, 0.51]]}

Entry two
{"formula": "C20H55N5O5", "method": "wB97M-V/def2-TZVPD", "e_lumo_ev": 0.6, "smiles": "COC[C@H](C)N.COC[C@H](C)N.COC[C@H](C)N.COC[C@H](C)N.COC[C@H](C)N", "e_homo_ev": -9.1473, "elements": ["C", "O", "C", "C", "C", "N", "H", "H", "H", "H", "H", "H", "H", "H", "H", "H", "H", "C", "O", "C", "C", "C", "N", "H", "H", "H", "H", "H", "H", "H", "H", "H", "H", "H", "C", "O", "C", "C", "C", "N", "H", "H", "H", "H", "H", "H", "H", "H", "H", "H", "H", "C", "O", "C", "C", "C", "N", "H", "H", "H", "H", "H", "H", "H", "H", "H", "H", "H", "C", "O", "C", "C", "C", "N", "H", "H", "H", "H", "H", "H", "H", "H", "H", "H", "H"], "coordinates": [[2.72, 1.60, -5.04], [1.32, 1.56, -5.08], [0.77, 2.76, -5.62], [0.90, 2.83, -7.15], [0.77, 4.24, -7.71], [-0.14, 2.00, -7.81], [3.15, 2.46, -4.52], [3.18, 1.44, -6.01], [3.05, 0.75, -4.42], [-0.28, 2.76, -5.33], [1.23, 3.64, -5.15], [1.82, 2.36, -7.50], [-0.29, 4.52, -7.76], [1.13, 4.19, -8.74], [1.35, 5.00, -7.19], [-0.15, 1.08, -7.37], [-1.06, 2.35, -7.55], [1.10, -2.25, 1.65], [0.50, -1.03, 1.28], [1.01, -0.55, 0.04], [0.31, 0.73, -0.38], [1.06, 1.29, -1.58], [0.29, 1.69, 0.72], [1.18, -2.98, 0.84], [0.48, -2.68, 2.44], [2.11, -2.05, 2.03], [2.10, -0.42, 0.19], [0.91, -1.32, -0.75], [-0.70, 0.45, -0.70], [1.07, 0.64, -2.46], [2.07, 1.66, -1.39], [0.45, 2.13, -1.92], [1.24, 1.73, 1.08], [-0.18, 1.26, 1.51], [1.71, -4.01, -2.35], [0.48, -3.45, -2.01], [-0.60, -4.36, -2.03], [-1.89, -3.55, -1.94], [-3.05, -4.44, -1.53], [-2.19, -2.93, -3.26], [2.52, -3.31, -2.14], [1.77, -4.30, -3.41], [1.94, -4.90, -1.74], [-0.53, -5.01, -2.92], [-0.51, -5.05, -1.17], [-1.75, -2.72, -1.26], [-2.84, -4.76, -0.50], [-3.18, -5.34, -2.13], [-3.97, -3.86, -1.45], [-1.96, -3.59, -3.99], [-1.65, -2.09, -3.42], [-2.26, -3.19, 6.52], [-2.51, -2.87, 5.18], [-2.66, -1.47, 4.98], [-2.71, -1.16, 3.51], [-2.60, 0.32, 3.22], [-3.89, -1.71, 2.82], [-3.19, -3.53, 7.00], [-1.87, -2.34, 7.09], [-1.55, -4.00, 6.69], [-3.57, -1.14, 5.50], [-1.80, -0.93, 5.39], [-1.78, -1.62, 3.12], [-3.38, 0.87, 3.77], [-2.70, 0.55, 2.16], [-1.69, 0.75, 3.66], [-3.95, -2.71, 2.96], [-3.67, -1.64, 1.83], [1.92, 0.32, 3.71], [1.22, 1.54, 3.71], [1.82, 2.57, 4.44], [1.03, 3.86, 4.35], [1.10, 4.49, 2.98], [1.52, 4.84, 5.33], [1.18, -0.45, 3.52], [2.21, 0.01, 4.73], [2.81, 0.29, 3.07], [1.97, 2.29, 5.50], [2.86, 2.76, 4.09], [0.00, 3.58, 4.58], [0.59, 5.46, 2.98], [0.68, 3.83, 2.22], [2.12, 4.69, 2.63], [2.47, 5.10, 5.09], [1.54, 4.46, 6.27]]}

Least stable = entry one

Entry one
{"formula": "C5H12Si", "method": "wB97M-V/def2-TZVPD", "e_lumo_ev": [-0.2, 0.2], "e_homo_ev": [-8.8332, -8.1750], "elements": ["C", "C", "C", "C", "C", "Si", "H", "H", "H", "H", "H", "H", "H", "H", "H", "H", "H", "H"], "coordinates": [[1.14, -0.20, -1.20], [0.61, -0.12, -0.01], [2.22, -1.22, -1.57], [-0.86, 2.96, -1.09], [-1.82, -1.26, 1.40], [-0.06, -0.69, 1.63], [1.10, 0.60, -1.96], [3.05, -0.74, -1.98], [2.42, -1.79, -0.64], [2.03, -1.98, -2.42], [-0.78, 3.92, -0.59], [-0.17, 2.13, -1.08], [-1.55, 3.05, -1.85], [-2.42, -0.47, 1.01], [-2.08, -2.06, 0.77], [-2.32, -1.35, 2.34], [0.17, 0.54, 2.52], [0.60, -1.83, 2.30]]}

Entry two
{"formula": "C5H12Si", "method": "wB97M-V/def2-TZVPD", "e_lumo_ev": 0.9, "e_homo_ev": -9.3995, "elements": ["C", "C", "C", "C", "C", "Si", "H", "H", "H", "H", "H", "H", "H", "H", "H", "H", "H", "H"], "coordinates": [[2.22, 1.65, -0.93], [1.25, 1.21, -0.16], [0.88, 1.61, 1.25], [-1.43, -2.61, 0.32], [0.06, -0.22, -0.98], [-1.32, -0.67, 0.27], [2.16, 1.38, -1.95], [2.92, 2.44, -0.59], [-0.22, 1.60, 1.24], [1.20, 0.80, 1.98], [1.37, 2.61, 1.46], [-0.99, -2.75, -0.68], [-0.89, -3.20, 1.08], [-2.52, -2.82, 0.46], [0.14, 0.37, -1.84], [0.81, -1.06, -1.16], [-0.85, -0.50, 1.72], [-2.80, -0.11, 0.00]]}

Least stable = entry one

Entry one
{"formula": "C2H5BrClN", "method": "wB97M-V/def2-TZVPD", "e_lumo_ev": 0.3, "smiles": "ClNCCBr", "e_homo_ev": -9.6407, "elements": ["Cl", "N", "C", "C", "Br", "H", "H", "H", "H", "H"], "coordinates": [[0.17, 2.86, -0.62], [-0.63, 1.35, -0.29], [0.21, 0.39, 0.34], [-0.15, -1.20, 0.00], [0.89, -2.39, 1.19], [-0.97, 0.93, -1.21], [1.31, 0.40, 0.14], [0.13, 0.52, 1.44], [0.22, -1.39, -1.04], [-1.19, -1.46, 0.04]]}

Entry two
{"formula": "C2H5BrClN", "method": "wB97M-V/def2-TZVPD", "e_lumo_ev": 0.6, "e_homo_ev": -7.3625, "elements": ["C", "C", "N", "Cl", "Br", "H", "H", "H", "H", "H"], "coordinates": [[0.96, -0.79, -0.11], [-0.78, 0.77, -0.58], [0.50, 0.37, -0.37], [-0.87, 2.33, -1.42], [-2.06, -0.48, -0.92], [0.34, -1.67, -0.36], [-0.23, -0.59, 1.76], [1.97, -0.88, 0.30], [-0.92, -0.22, 2.04], [1.09, 1.15, -0.34]]}

Least stable = entry two

Entry one
{"formula": "C5H9F", "method": "wB97M-V/def2-TZVPD", "e_lumo_ev": 1.1, "smiles": "CC(C)=C(C)F", "e_homo_ev": -8.8081, "elements": ["C", "C", "C", "C", "C", "F", "H", "H", "H", "H", "H", "H", "H", "H", "H"], "coordinates": [[1.64, -0.89, 0.58], [0.51, 0.12, 0.46], [0.34, 1.22, 1.49], [-0.44, 0.00, -0.45], [-0.52, -1.05, -1.60], [-1.56, 0.71, -0.49], [1.40, -1.55, 1.39], [2.60, -0.44, 0.82], [1.75, -1.48, -0.35], [-0.39, 1.96, 1.14], [0.05, 0.83, 2.48], [1.34, 1.68, 1.63], [-0.08, -0.55, -2.53], [-1.59, -1.15, -1.76], [-0.19, -2.05, -1.23]]}

Entry two
{"formula": "C5H9F", "method": "wB97M-V/def2-TZVPD", "e_lumo_ev": 1.1, "smiles": "CC1(F)CCC1", "e_homo_ev": -10.4687, "elements": ["C", "C", "F", "C", "C", "C", "H", "H", "H", "H", "H", "H", "H", "H", "H"], "coordinates": [[0.94, 0.84, -1.32], [0.40, 0.15, -0.05], [1.43, -0.07, 0.83], [-0.85, 0.73, 0.60], [-1.61, -0.56, 0.43], [-0.42, -1.19, -0.35], [0.18, 0.85, -2.15], [1.21, 1.91, -1.13], [1.80, 0.31, -1.70], [-1.18, 1.62, 0.09], [-0.73, 1.08, 1.66], [-1.81, -1.03, 1.37], [-2.55, -0.49, -0.14], [-0.59, -1.39, -1.42], [0.05, -2.10, 0.09]]}

Least stable = entry one

Entry one
{"formula": "H2N2O4P", "method": "wB97M-V/def2-TZVPD", "charge": -1, "e_lumo_ev": [3.0, 3.0], "e_homo_ev": [-4.0375, -4.0382], "elements": ["N", "N", "O", "O", "O", "O", "P", "H", "H"], "coordinates": [[-0.01, 0.24, 0.07], [-1.96, 1.78, -0.43], [-2.43, 1.40, 0.66], [0.34, 2.12, -1.71], [-2.23, 2.80, -1.07], [-1.20, -0.42, -2.68], [-0.59, 1.10, -1.22], [0.77, -0.43, -0.05], [-0.56, 0.25, 0.93]]}

Entry two
{"formula": "H2N2O4P", "method": "wB97M-V/def2-TZVPD", "charge": -1, "e_lumo_ev": 3.4, "e_homo_ev": -4.5440, "elements": ["N", "N", "O", "O", "O", "O", "P", "H", "H"], "coordinates": [[-0.59, -0.34, -0.14], [2.70, 0.01, 0.41], [3.89, 0.35, 0.19], [-3.14, -0.89, -0.16], [1.79, 0.44, -0.36], [-2.29, 1.51, 0.59], [-2.09, 0.12, 0.15], [-0.74, -1.23, -0.44], [0.47, 0.03, -0.24]]}

Entry three
{"formula": "H2N2O4P", "method": "wB97M-V/def2-TZVPD", "charge": -1, "e_lumo_ev": 3.8, "e_homo_ev": -4.8316, "elements": ["N", "N", "O", "O", "O", "O", "P", "H", "H"], "coordinates": [[0.58, -0.85, -0.36], [-0.51, 1.79, -0.56], [0.19, -0.74, 2.29], [0.84, 1.58, -0.74], [-0.89, 2.94, -0.78], [-1.10, -2.45, 0.76], [-0.12, -1.33, 0.99], [1.06, 0.14, -0.51], [-0.05, -1.08, -1.11]]}

Least stable = entry one

Entry one
{"formula": "C6H8N3O", "method": "wB97M-V/def2-TZVPD", "charge": 1, "e_lumo_ev": -4.2, "smiles": "C1=[NH+]CN(c2ccco2)N1", "e_homo_ev": -12.7295, "elements": ["C", "N", "C", "N", "C", "C", "C", "C", "O", "N", "H", "H", "H", "H", "H", "H", "H", "H"], "coordinates": [[-2.19, 0.98, 0.18], [-2.29, 0.00, -0.74], [-1.49, -1.09, -0.36], [-0.60, -0.44, 0.79], [0.74, -0.15, 0.48], [1.89, -0.79, 0.74], [2.87, -0.20, -0.12], [2.25, 0.86, -0.69], [0.92, 0.88, -0.39], [-1.32, 0.64, 1.14], [-2.65, 1.94, 0.12], [-2.47, 0.24, -1.80], [-0.90, -1.66, -1.07], [-2.20, -1.81, 0.06], [1.90, -1.63, 1.54], [3.87, -0.79, -0.09], [2.42, 1.69, -1.42], [-0.75, 1.31, 1.62]]}

Entry two
{"formula": "C6H8N3O", "method": "wB97M-V/def2-TZVPD", "charge": 1, "e_lumo_ev": -3.3, "e_homo_ev": -13.0770, "elements": ["C", "C", "C", "C", "C", "C", "N", "N", "N", "O", "H", "H", "H", "H", "H", "H", "H", "H"], "coordinates": [[-0.67, -0.56, -1.45], [-1.55, -0.32, -0.39], [0.65, -0.31, -1.35], [1.18, 0.17, -0.15], [0.27, 0.36, 0.86], [-1.43, 0.45, 3.59], [-1.90, 1.04, 4.49], [-1.00, 0.12, 0.76], [1.45, -0.68, -2.35], [2.50, 0.50, 0.02], [-1.11, -0.91, -2.35], [-2.72, -0.46, -0.45], [0.62, 0.74, 1.72], [-1.95, 1.37, 5.41], [-1.46, 0.41, 1.62], [1.10, -1.27, -3.17], [2.40, -0.29, -2.45], [2.94, 0.12, -0.72]]}

Least stable = entry one

Entry one
{"formula": "C5H5N2O2", "method": "wB97M-V/def2-TZVPD", "charge": -1, "e_lumo_ev": 3.7, "e_homo_ev": -2.0259, "elements": ["C", "C", "C", "C", "C", "N", "N", "O", "O", "H", "H", "H", "H", "H"], "coordinates": [[-2.18, -1.16, -0.79], [-2.80, 0.01, -0.94], [-0.73, -1.39, -0.48], [0.31, -0.21, -0.70], [-0.14, 0.90, 0.20], [0.38, 0.76, 1.61], [1.01, 1.70, 0.63], [-3.42, 0.95, -1.18], [-0.41, -2.53, -0.10], [-2.83, -2.16, -0.70], [1.19, -0.66, -0.22], [0.33, -0.03, -1.72], [-0.29, 1.49, 2.18], [1.92, 1.53, 0.29]]}

Entry two
{"formula": "C5H5N2O2", "method": "wB97M-V/def2-TZVPD", "charge": -1, "e_lumo_ev": [3.4, 3.4], "e_homo_ev": [-4.8230, -4.8221], "elements": ["C", "C", "C", "C", "C", "N", "N", "O", "O", "H", "H", "H", "H", "H"], "coordinates": [[-0.83, -1.57, -0.01], [3.01, 0.46, -0.01], [0.08, 0.67, 0.06], [-1.03, -0.19, 0.05], [-2.48, 0.26, -0.03], [-0.72, -2.70, -0.08], [2.10, 1.38, -0.02], [2.63, -0.90, -0.14], [4.22, 0.71, 0.03], [-0.28, 1.64, -0.03], [1.88, -0.93, 0.40], [-2.91, -0.32, -0.77], [-2.62, 1.29, -0.30], [-3.06, 0.22, 0.85]]}

Least stable = entry one